{"formula": "C47H41N7O3PS2Sn", "method": "ωB97M-V with the def2-TZVPD basis set", "symbols": ["Sn", "C", "O", "C", "C", "C", "C", "C", "C", "C", "N", "C", "C", "N", "C", "C", "C", "C", "N", "C", "C", "N", "C", "C", "C", "C", "H", "H", "H", "H", "H", "H", "H", "H", "H", "H", "H", "H", "H", "H", "C", "C", "C", "C", "N", "C", "C", "C", "C", "C", "C", "N", "H", "H", "H", "H", "H", "H", "H", "H", "O", "C", "C", "N", "C", "C", "C", "O", "H", "H", "H", "H", "H", "H", "H", "H", "H", "S", "P", "S", "C", "C", "C", "C", "C", "C", "C", "C", "C", "C", "C", "C", "H", "H", "H", "H", "H", "H", "H", "H", "H", "H"], "coordinates": [[-0.5229, 0.0535, 0.1433], [2.1304, 6.5175, 12.3475], [3.0060, 5.6260, 11.6598], [2.6046, 5.1135, 10.4893], [3.5056, 4.2343, 9.8748], [3.1847, 3.6550, 8.6718], [1.9629, 3.9317, 8.0456], [1.0771, 4.8106, 8.6617], [1.3853, 5.4014, 9.8740], [1.5949, 3.3268, 6.7751], [0.5032, 3.5923, 6.0789], [0.5778, 2.7938, 4.9827], [1.7222, 2.0236, 4.9901], [2.3670, 2.3772, 6.1490], [2.0446, 1.1127, 3.9494], [3.1949, 0.3040, 3.8838], [3.3873, -0.5255, 2.8102], [2.4281, -0.5463, 1.7917], [1.3410, 0.1987, 1.8282], [1.1247, 1.0127, 2.8841], [-0.1024, 1.7850, 2.8827], [-0.9833, 1.6003, 1.8616], [-2.0990, 2.3161, 1.8400], [-2.4243, 3.2516, 2.8238], [-1.5610, 3.4323, 3.8733], [-0.3721, 2.6871, 3.9194], [2.6481, 6.7907, 13.2610], [1.1891, 6.0236, 12.5934], [1.9423, 7.4123, 11.7520], [4.4462, 4.0314, 10.3666], [3.9103, 2.9869, 8.2233], [0.1335, 5.0297, 8.1810], [0.6798, 6.0780, 10.3305], [3.2309, 2.0091, 6.5071], [3.9244, 0.3312, 4.6828], [4.2591, -1.1599, 2.7452], [2.5505, -1.1896, 0.9268], [-2.7663, 2.1504, 1.0050], [-3.3471, 3.8078, 2.7485], [-1.7675, 4.1342, 4.6707], [-1.5833, -2.5925, 3.7621], [-2.2018, -3.7344, 3.2818], [-2.3163, -3.9118, 1.9143], [-1.8164, -2.9488, 1.0499], [-1.2429, -1.8256, 1.5200], [-1.1275, -1.6665, 2.8455], [-1.8817, -3.1083, -0.4295], [-2.1931, -4.3164, -1.0387], [-2.2461, -4.3700, -2.4225], [-1.9794, -3.2246, -3.1557], [-1.6622, -2.0668, -2.4663], [-1.6147, -2.0087, -1.1377], [-1.4658, -2.4132, 4.8207], [-2.5951, -4.4783, 3.9611], [-2.8057, -4.7928, 1.5284], [-0.6575, -0.7546, 3.1826], [-2.3852, -5.2065, -0.4591], [-2.4950, -5.2977, -2.9195], [-2.0176, -3.2263, -4.2351], [-1.4468, -1.1426, -2.9915], [-4.3964, -0.1299, -0.5093], [-3.3570, -0.0331, -0.1038], [-0.5640, 4.3128, -4.2189], [-0.3303, 3.2007, -3.2939], [0.9899, 2.5946, -3.2037], [-1.2930, 2.7208, -2.5030], [-2.6510, 3.3610, -2.5455], [-1.0562, 1.7730, -1.7257], [0.3702, 4.5491, -4.7186], [-0.9007, 5.2024, -3.6888], [-1.2984, 4.0494, -4.9787], [1.6809, 3.1617, -3.8204], [0.9617, 1.5580, -3.5488], [1.3436, 2.6015, -2.1721], [-2.9727, 3.6082, -3.5543], [-2.6311, 4.2895, -1.9707], [-3.3723, 2.6865, -2.0928], [5.5565, -1.4643, -2.4678], [4.8630, -0.3867, -4.0395], [3.5935, -0.6037, -2.4408], [5.4871, 1.2275, -4.3416], [6.0910, 1.4744, -5.5798], [6.6322, 2.7259, -5.8253], [6.5674, 3.7106, -4.8504], [5.9683, 3.4599, -3.6187], [5.4281, 2.2171, -3.3537], [4.4755, -1.2847, -5.5029], [3.6603, -0.6625, -6.4577], [3.2778, -1.3747, -7.5786], [3.7076, -2.6873, -7.7474], [4.5265, -3.2948, -6.8061], [4.9104, -2.6000, -5.6707], [6.1460, 0.7030, -6.3355], [7.1097, 2.9279, -6.7734], [6.9940, 4.6849, -5.0472], [5.9325, 4.2359, -2.8670], [4.9758, 2.0077, -2.3929], [3.3509, 0.3683, -6.3365], [2.6564, -0.9068, -8.3289], [3.4051, -3.2385, -8.6273], [4.8729, -4.3072, -6.9587], [5.5516, -3.0699, -4.9372]], "mol_weight_da": 965.71, "e_above_lowest_kcal_mol": 18.0, "multiplicity": 1, "total_charge": 3}